Computed, not measured: a structure of composition C44H43Cl2GeN3O3SV at a distorted geometry, with the ωB97M-V functional and the def2-TZVPD basis.

## Properties
<S²>   3.9305
Total charge   -2
2S+1   4
Lowest unoccupied orbital energy (alpha / beta)   3.88 / 3.88 eV

```
98
Properties=species:S:1:pos:R:3:forces:R:3:mulliken_charge:R:1
V -0.171 1.309 0.846 -1.795 -0.315 -1.072 -0.83
N 1.719 0.672 1.263 0.681 -0.883 0.780 0.63
C 2.887 1.317 0.771 0.508 0.714 -0.026 0.18
C 3.973 0.529 0.415 0.041 -0.158 -0.131 -0.35
C 5.168 1.083 -0.008 -0.008 0.129 -0.004 -0.68
C 5.274 2.462 -0.081 0.240 -0.149 -0.084 -0.86
C 4.205 3.255 0.276 -0.199 0.048 0.132 -1.21
C 2.990 2.726 0.736 0.429 -0.731 -0.329 1.00
C 1.883 3.604 1.114 -0.809 0.577 0.155 1.11
C 2.165 4.933 1.473 0.336 -0.221 -0.038 -1.01
C 1.167 5.845 1.733 -0.172 0.249 0.069 -0.77
C -0.154 5.414 1.713 0.098 0.234 0.078 -0.98
C -0.429 4.092 1.441 -0.369 0.413 0.089 -0.46
C 0.539 3.144 1.087 0.870 1.243 0.258 0.58
H 1.707 -0.309 0.949 -0.009 0.151 0.078 -0.16
H 1.772 0.657 2.286 0.194 -0.112 -0.147 0.45
H 3.874 -0.545 0.475 -0.086 -0.123 0.035 0.46
H 6.009 0.455 -0.267 -0.006 -0.103 -0.063 0.41
H 6.192 2.919 -0.432 0.020 0.034 0.000 0.35
H 4.314 4.326 0.190 -0.074 0.062 -0.047 0.35
H 3.195 5.256 1.580 0.016 0.034 -0.071 0.35
H 1.405 6.877 1.964 0.069 -0.018 0.062 0.35
H -0.963 6.101 1.938 -0.019 0.047 0.024 0.46
H -1.463 3.777 1.510 -0.001 0.006 -0.050 0.50
Cl -0.470 1.199 3.459 -0.057 0.222 0.635 -0.11
C -0.626 -0.555 3.261 0.143 -0.458 0.236 0.07
Cl -1.490 -0.883 1.760 -0.297 -0.629 0.163 -0.09
H -1.182 -0.965 4.104 0.026 0.122 -0.158 0.54
H 0.380 -0.994 3.169 -0.427 0.173 0.100 -0.15
O -2.231 1.859 0.957 1.070 0.294 0.222 0.09
S -3.634 1.607 0.495 -1.675 0.829 1.221 -0.24
C -4.619 2.321 1.812 0.719 -1.397 -1.625 0.59
C -5.447 1.452 2.551 -0.314 -0.275 0.327 -0.77
C -6.344 1.959 3.456 0.111 -0.612 -0.171 -0.40
C -6.470 3.342 3.635 -0.410 0.599 0.425 -0.55
C -5.671 4.209 2.878 0.038 -0.022 -0.094 -0.71
C -4.762 3.712 1.981 0.193 0.935 -0.091 -0.30
C -3.891 2.860 -0.773 0.173 0.183 -0.272 0.34
C -5.156 3.040 -1.338 0.467 -0.365 0.334 -0.42
C -5.363 4.072 -2.227 0.038 0.345 -0.288 -0.55
C -4.323 4.938 -2.557 0.116 -0.162 0.199 -0.60
C -3.059 4.739 -2.007 -0.409 0.416 -0.451 -0.72
C -2.836 3.702 -1.131 -0.072 -0.670 0.370 0.30
H -5.340 0.386 2.410 -0.061 -0.176 0.016 0.31
H -6.965 1.289 4.037 0.014 -0.107 0.034 0.34
H -7.165 3.735 4.362 -0.105 0.065 0.056 0.34
H -5.785 5.280 3.007 0.107 0.020 -0.031 0.34
H -4.131 4.372 1.401 0.010 0.166 0.032 0.41
H -5.958 2.366 -1.064 -0.082 0.024 0.085 0.38
H -6.339 4.225 -2.669 -0.069 -0.038 0.016 0.34
H -4.498 5.763 -3.232 -0.014 0.060 -0.092 0.35
H -2.251 5.405 -2.275 0.120 0.009 -0.008 0.42
H -1.848 3.504 -0.734 -0.007 0.009 0.078 0.08
C -1.146 1.053 -4.069 0.413 0.117 0.392 -1.33
Ge 0.332 1.354 -2.717 -0.024 -0.123 -0.148 0.46
C 0.925 3.251 -2.981 -0.158 -0.492 0.138 -1.13
C 1.841 0.199 -3.374 -0.339 0.286 0.104 -1.11
C -0.151 0.867 -0.927 0.251 0.087 -1.538 0.03
H -0.809 1.228 -5.087 0.168 0.094 -0.222 0.40
H -1.984 1.714 -3.872 -0.147 0.161 0.110 0.33
H -1.510 0.031 -4.016 -0.010 -0.217 0.117 0.35
H 1.536 3.367 -3.873 0.081 -0.069 -0.151 0.44
H 1.503 3.571 -2.118 0.113 0.040 0.180 0.25
H 0.065 3.907 -3.071 -0.218 0.124 0.011 0.26
H 1.840 0.137 -4.460 0.047 0.026 -0.234 0.42
H 1.740 -0.804 -2.969 -0.127 -0.160 0.109 0.11
H 2.797 0.596 -3.042 0.166 0.127 0.069 0.34
H -0.475 -0.184 -0.980 -0.066 -0.301 0.033 -0.11
O 1.846 -2.073 2.708 0.234 -0.236 0.116 -0.92
C 1.565 -2.722 1.694 0.012 0.135 0.304 -0.30
N 1.671 -4.095 1.646 -0.042 -0.784 0.136 0.10
C 1.496 -4.556 0.294 0.003 0.066 0.028 2.83
C 0.985 -3.212 -0.358 0.086 -0.173 0.131 -0.48
O 0.586 -3.148 -1.504 -0.115 -0.236 -0.388 -0.76
N 1.096 -2.227 0.537 0.220 0.636 -0.139 0.39
C 0.566 -5.735 0.146 -0.616 -0.489 0.304 -0.95
C 0.209 -6.509 1.255 0.221 0.503 -0.279 -0.32
C -0.471 -7.700 1.102 -0.218 -0.378 -0.027 -0.68
C -0.827 -8.149 -0.160 0.064 0.142 -0.141 -0.41
C -0.522 -7.361 -1.268 -0.168 -0.389 0.170 -0.81
C 0.165 -6.174 -1.118 0.086 0.221 0.054 -0.18
C 2.782 -5.062 -0.332 0.669 -0.002 -0.339 -0.13
C 3.081 -4.833 -1.677 -0.220 0.148 0.358 -0.26
C 4.200 -5.400 -2.251 0.529 -0.351 -0.039 -0.86
C 5.046 -6.213 -1.502 -0.184 0.078 0.056 -0.37
C 4.759 -6.438 -0.160 0.357 -0.144 -0.260 -0.82
C 3.640 -5.875 0.414 -0.405 0.354 -0.067 -0.41
H 2.235 -4.581 2.322 0.073 0.195 -0.017 0.31
H 0.473 -6.166 2.244 0.048 0.061 0.106 0.42
H -0.720 -8.291 1.975 0.001 0.014 0.003 0.38
H -1.327 -9.101 -0.283 -0.064 0.018 -0.003 0.37
H -0.811 -7.696 -2.257 -0.002 0.052 -0.007 0.38
H 0.399 -5.574 -1.985 0.056 0.090 -0.019 0.40
H 2.424 -4.206 -2.260 -0.063 0.069 -0.016 0.48
H 4.427 -5.214 -3.294 -0.046 0.027 0.011 0.39
H 5.913 -6.676 -1.957 0.040 0.043 -0.018 0.38
H 5.415 -7.061 0.438 -0.020 -0.010 -0.015 0.37
H 3.415 -6.080 1.452 0.015 -0.045 0.058 0.24
```
Forces are in eV/Å.



Computed, not measured: a structure of composition C44H44BrClF4InN2O12PSi, with the ωB97M-V functional and the def2-TZVPD basis.

## Properties
2S+1   1
Lowest unoccupied orbital energy   -0.94 eV

```
111
Properties=species:S:1:pos:R:3:forces:R:3:mulliken_charge:R:1
In -0.085 -0.380 0.014 -0.325 0.485 -0.116 1.17
Cl -1.684 5.281 4.748 0.006 0.001 -0.016 -0.24
C -1.462 3.829 3.819 0.053 0.035 -0.072 -0.05
C -2.131 2.657 4.203 0.023 -0.055 -0.028 -0.72
C -1.971 1.495 3.495 0.012 0.100 0.091 -0.49
C -1.134 1.438 2.356 -0.085 0.075 -0.045 0.50
O -1.043 0.314 1.724 -0.031 -0.173 0.020 -0.29
C -0.478 2.633 1.975 0.145 0.170 -0.051 1.05
C 0.372 2.710 0.825 -0.168 0.004 0.136 -0.09
O 0.618 1.798 0.036 0.234 -0.097 -0.163 -0.45
C -0.648 3.817 2.722 -0.124 -0.037 0.101 -1.26
H -2.778 2.681 5.069 -0.031 0.001 0.027 0.46
H -2.483 0.589 3.789 -0.014 -0.017 0.003 0.49
H 0.830 3.693 0.621 0.001 -0.036 0.041 0.03
H -0.130 4.716 2.415 0.025 0.046 -0.006 0.48
F -3.302 -2.020 -6.889 0.051 0.059 0.098 -0.29
C -2.830 -1.335 -5.853 0.061 0.050 0.120 0.52
C -3.217 -0.021 -5.654 -0.012 0.014 0.042 0.26
F -4.062 0.564 -6.503 0.120 -0.082 0.112 -0.29
C -2.714 0.677 -4.564 -0.111 0.021 -0.201 0.21
F -3.107 1.950 -4.432 0.001 -0.171 -0.005 -0.40
C -1.836 0.105 -3.654 -0.150 0.056 -0.029 0.05
P -1.208 1.051 -2.220 0.264 0.001 0.124 0.77
C -2.673 1.869 -1.529 0.046 0.036 -0.090 0.89
C -2.521 3.095 -0.889 0.001 0.084 0.069 -0.71
C -3.580 3.665 -0.197 -0.039 -0.032 -0.049 -0.98
C -4.810 3.026 -0.165 0.038 0.013 0.018 -0.71
C -4.974 1.816 -0.826 0.002 0.014 0.020 -0.67
C -3.909 1.231 -1.490 -0.011 -0.016 -0.012 -0.92
C -0.198 2.339 -3.004 0.049 -0.076 0.014 0.59
C 1.169 2.069 -3.062 0.034 -0.014 0.023 -0.01
C 2.029 2.959 -3.683 -0.004 0.072 -0.054 -0.54
C 1.533 4.134 -4.230 0.008 -0.037 0.044 -0.76
C 0.176 4.417 -4.156 0.022 -0.017 -0.009 -0.85
C -0.690 3.519 -3.551 -0.105 0.071 -0.022 -0.26
C -1.439 -1.213 -3.890 -0.025 -0.176 -0.002 0.06
Br -0.166 -2.069 -2.801 0.122 -0.175 -0.288 0.04
C -1.936 -1.926 -4.968 -0.110 0.111 -0.120 0.13
F -1.569 -3.185 -5.197 0.006 0.029 0.019 -0.32
H -1.578 3.624 -0.943 0.039 -0.029 0.041 0.53
H -3.443 4.611 0.307 -0.005 0.043 0.031 0.48
H -5.636 3.467 0.374 -0.049 0.008 0.024 0.42
H -5.936 1.319 -0.819 -0.045 -0.018 0.021 0.53
H -4.039 0.269 -1.968 0.010 -0.037 -0.009 0.27
H 1.564 1.171 -2.599 -0.020 -0.030 0.014 -0.10
H 3.087 2.741 -3.728 0.038 0.002 -0.011 0.49
H 2.204 4.835 -4.706 0.030 0.030 -0.027 0.41
H -0.212 5.334 -4.575 -0.011 0.044 -0.022 0.43
H -1.748 3.743 -3.501 0.052 -0.008 -0.009 0.41
O -1.284 -2.355 1.087 0.677 -0.359 0.298 -0.54
C -2.239 -1.850 0.507 -0.105 0.102 -0.122 0.19
O -2.085 -1.062 -0.484 -0.214 0.271 -0.039 -0.28
C -3.623 -2.030 1.022 -0.151 -0.297 -0.058 -0.13
C -4.319 -0.895 1.411 0.039 -0.096 0.032 0.25
C -5.582 -1.055 1.940 -0.117 -0.013 0.204 -0.50
C -6.207 -2.281 2.065 0.203 -0.005 -0.029 -0.72
C -5.467 -3.382 1.677 -0.044 0.042 -0.082 -0.45
C -4.181 -3.292 1.172 -0.136 0.150 0.097 -0.35
N -6.082 -4.718 1.817 0.185 0.235 0.161 1.04
O -5.434 -5.669 1.447 0.118 -0.254 -0.151 -0.61
O -7.181 -4.768 2.317 -0.328 -0.067 0.059 -0.62
N -6.300 0.151 2.392 0.095 -0.032 -0.698 1.05
O -5.635 1.144 2.584 0.104 0.236 0.262 -0.54
O -7.505 0.087 2.459 -0.313 -0.053 0.275 -0.63
H -3.877 0.087 1.326 -0.003 0.018 -0.037 0.94
H -7.206 -2.375 2.462 0.028 -0.001 -0.017 0.63
H -3.637 -4.187 0.910 0.020 -0.010 -0.020 0.68
C 5.476 1.284 -1.659 0.065 -0.083 -0.015 -1.62
C 5.087 -0.109 -1.182 -0.035 0.001 0.001 1.82
C 4.458 -0.907 -2.316 0.116 0.027 -0.105 -1.11
C 6.283 -0.843 -0.597 0.122 0.019 -0.073 -1.65
O 4.133 0.093 -0.133 -0.097 0.148 0.163 -0.21
Si 2.957 -0.896 0.399 -0.146 -0.093 -0.042 -1.11
O 1.697 -0.992 -0.612 -0.148 -0.117 -0.062 0.92
O 3.638 -2.350 0.659 0.263 0.007 0.023 0.98
C 3.124 -3.665 0.902 -0.097 0.049 -0.067 2.30
C 3.863 -4.210 2.117 -0.009 -0.011 -0.066 -1.89
C 1.625 -3.627 1.163 -0.053 -0.196 0.001 -1.31
C 3.432 -4.492 -0.340 -0.044 -0.022 0.037 -1.75
O 2.288 -0.241 1.747 -0.132 -0.037 -0.134 0.02
C 2.870 0.144 3.001 -0.017 0.029 -0.072 1.60
C 4.288 -0.391 3.125 0.041 0.035 0.243 -1.38
C 1.966 -0.435 4.077 0.015 0.058 0.106 -1.40
C 2.878 1.664 3.045 -0.002 0.001 0.168 -1.43
H 6.238 1.226 -2.437 0.025 -0.008 -0.027 0.42
H 5.870 1.867 -0.828 0.017 0.021 0.052 0.33
H 4.606 1.802 -2.059 -0.075 0.016 -0.004 0.13
H 5.161 -1.003 -3.145 0.022 0.013 -0.015 0.61
H 3.559 -0.412 -2.678 -0.079 0.042 -0.027 -0.03
H 4.190 -1.909 -1.988 -0.037 -0.097 0.059 0.02
H 7.038 -1.010 -1.366 0.049 -0.010 -0.024 0.51
H 5.978 -1.804 -0.188 -0.047 -0.034 0.003 0.03
H 6.732 -0.252 0.202 0.010 0.032 0.042 0.34
H 3.600 -3.648 3.012 -0.026 0.052 0.048 0.32
H 4.939 -4.136 1.966 0.054 0.011 -0.016 0.36
H 3.606 -5.255 2.287 -0.028 -0.059 -0.006 0.45
H 1.381 -2.939 1.974 0.008 0.047 0.019 0.03
H 1.271 -4.618 1.455 0.005 0.004 -0.004 0.75
H 1.071 -3.326 0.274 0.056 -0.009 0.036 -0.09
H 4.506 -4.517 -0.523 0.052 0.013 0.002 0.32
H 2.941 -4.055 -1.210 -0.024 0.033 -0.025 0.21
H 3.075 -5.515 -0.223 -0.009 -0.046 0.019 0.47
H 4.314 -1.472 3.027 -0.015 -0.087 -0.011 0.15
H 4.686 -0.127 4.106 0.034 0.009 0.011 0.56
H 4.937 0.040 2.364 0.034 0.044 -0.078 0.17
H 1.977 -1.524 4.042 0.011 -0.061 -0.028 0.31
H 0.939 -0.097 3.931 0.003 0.010 -0.020 -0.02
H 2.300 -0.121 5.067 -0.001 0.010 0.027 0.42
H 3.408 2.061 2.181 0.057 0.011 -0.088 0.14
H 3.375 2.013 3.951 0.019 0.027 0.022 0.52
H 1.861 2.053 3.050 -0.031 -0.010 -0.002 0.14
```
Forces are in eV/Å.